Here is a cluster of 2 separate species, C2H4N in total at a distorted geometry from the OMol25 dataset. Energies are from ωB97M-V with the def2-TZVPD basis set.

The calculation puts the molar mass at 42.06 g/mol. The value obtained for the orbital gap is 9.798 eV. Its multiplicity is 1. For the calculated total energy, the calculation gives -132.92550 a.u. For the HOMO energy, the calculation gives -0.6716 hartree. As for the total charge: +1. The energy above the lowest of the compared OMol25 structures with the same formula, charge and spin is 2.439 eV.

Element x y z (Å)
1 C 1.10 0.70 -0.76
2 C -1.41 -0.95 0.96
3 N -0.96 -0.64 -0.01
4 H 0.52 1.05 -1.69
5 H 1.54 -0.24 -0.71
6 H 1.05 1.32 0.26
7 H -1.84 -1.24 1.95

Atom charges from the Löwdin analysis, given in e for atoms 1 to 6: atom 1 (C): 0.470, atom 2 (C): 0.023, atom 3 (N): 0.108, atom 4 (H): 0.116, atom 5 (H): 0.025, atom 6 (H): 0.140